Entry from the OMol25 dataset: a molecular structure, C52H53ClN4O8PSeSr at a distorted geometry (the ωB97M-V functional and the def2-TZVPD basis).

Last column: Löwdin charge in e.
Element x y z (Å)
Sr -1.14709 -0.45920 1.58109  1.56
Se -0.00473 -3.36533 -1.29801  0.92
Cl -3.02668 -2.00927 0.36250  0.58
P -1.07391 2.32618 -0.68505  1.14
O -2.99576 2.28429 3.04010  0.06
O -2.19980 -1.19299 -0.47012  -0.46
O -2.26392 -3.10755 0.87502  -0.38
O -3.47158 -1.22940 1.48275  -0.42
O 0.50746 1.02091 2.10673  -0.16
O 0.48614 -0.95648 0.29362  -0.31
O -2.05070 1.47223 1.17551  -0.36
O -4.15101 -2.48617 -0.37408  -0.30
N 2.71461 0.26635 -2.82136  0.03
N 2.14397 2.30311 0.47502  0.08
N -1.33329 -0.01661 3.85062  -0.10
N 0.26112 -2.18313 2.80127  -0.02
C -4.24957 0.74112 -2.66902  -0.07
C -0.39012 -2.63860 4.01189  -0.21
C -0.79509 3.26737 -2.32315  -0.34
C -1.42354 4.47682 -2.63097  -0.10
C -5.16951 2.49578 -1.31635  -0.09
C 1.58837 -1.55747 0.20346  -0.43
C -2.41776 -3.79109 -3.26831  -0.09
C 2.27984 3.11678 1.48607  -0.01
C 0.69876 1.91614 2.96663  -0.28
C 2.06988 -2.48187 1.20291  -0.13
C -1.90141 -2.39139 3.95880  -0.17
C -1.02730 3.79437 0.42434  -0.27
C -1.19867 -8.48117 -4.61944  -0.08
C 5.56478 -3.37042 -0.03433  -0.06
C 1.26719 3.93421 4.93709  -0.28
C 0.47582 -6.04229 -2.23524  -0.32
C -3.90576 2.79363 -0.82867  -0.08
C 0.16084 3.27178 -4.55523  -0.10
C -0.42982 4.49507 -4.82229  -0.11
C 1.25772 -2.83115 2.36062  -0.09
C 0.31934 2.92001 5.16426  0.02
C 3.96106 0.94647 -2.47161  -0.18
C 2.48718 -1.27314 -0.91891  -0.20
C -1.49399 -4.96923 -3.16521  -0.31
C 1.68143 -5.98873 -1.33965  -0.12
C -2.80658 2.06161 -1.25989  -0.34
C -0.03662 2.66629 -3.31987  -0.13
C -0.10573 5.92297 1.11487  -0.09
C -0.36875 -4.92399 -2.32804  -0.53
C 0.18511 -7.18057 -2.97248  -0.04
C -2.30006 -0.95800 4.33423  -0.22
C -0.74164 5.82715 2.34627  -0.09
C 1.56401 4.95021 6.00905  -0.06
C 1.98138 -0.42560 -1.88450  -0.04
C 3.33173 -3.03487 1.08982  0.01
C -5.34593 1.46882 -2.23040  -0.10
C 2.77160 2.49832 -0.81699  -0.14
C 1.63700 2.99414 2.72568  -0.12
C 3.77361 -1.87666 -0.95695  0.01
C 0.02617 1.93890 4.24447  -0.10
C -0.95901 0.92982 4.59744  -0.10
C -2.30374 2.38790 2.03168  -0.62
C -2.98475 1.04640 -2.19557  -0.10
C -1.61620 3.68950 1.69238  -0.14
C -1.74936 -6.12797 -3.89107  -0.04
C -0.24626 4.92369 0.16411  -0.10
C -1.49444 4.70230 2.63305  -0.02
C 1.89530 3.96118 3.72254  -0.01
C 3.94599 1.53081 -1.05026  -0.15
C -1.23865 5.08783 -3.85947  -0.09
C 4.19657 -2.74004 0.01980  -0.27
C -0.92347 -7.23971 -3.80932  -0.30
H 0.68274 5.55815 6.22586  0.08
H 3.10119 3.53712 -0.88992  0.13
H -3.02958 -3.70072 -2.36926  0.07
H -0.26552 4.98815 -5.77225  0.09
H 2.37763 -5.22061 -1.68858  0.06
H 5.48972 -4.44718 -0.20361  0.08
H -2.06810 4.93553 -1.89083  0.11
H 0.50849 6.78778 0.89049  0.10
H 2.19530 -6.95041 -1.30422  0.06
H -0.19812 -3.70824 4.17783  0.12
H 0.24821 5.03266 -0.79184  0.10
H 3.85243 0.71180 -0.33989  0.10
H -3.78045 3.57882 -0.09169  0.11
H 3.68518 -3.71322 1.86174  0.12
H 4.90400 2.02177 -0.86604  0.11
H -1.73435 6.02847 -4.06858  0.10
H 2.36587 5.61746 5.69529  0.07
H -1.37847 1.02841 5.61077  0.13
H -4.38005 -0.07696 -3.36600  0.11
H 1.47159 1.53497 0.61795  0.11
H 2.94368 3.96591 1.34048  0.14
H -0.21091 2.91641 6.11228  0.13
H 2.60428 4.75034 3.48996  0.12
H 4.10447 1.74535 -3.20247  0.12
H -3.25807 -0.72601 3.85956  0.12
H -0.41753 -8.63306 -5.36867  0.07
H -6.33615 1.22810 -2.59599  0.09
H 0.04466 -2.08447 4.85426  0.12
H -2.23685 -2.62322 2.95057  0.06
H 4.40719 -1.69551 -1.81737  0.11
H 4.80710 0.26095 -2.55900  0.10
H 2.00145 2.33517 -1.57061  0.09
H 0.37044 1.68226 -3.11904  0.07
H -1.84457 -2.86471 -3.35323  0.05
H 0.90678 -0.27498 -1.87054  0.11
H 1.37849 -5.69948 -0.32947  0.05
H 0.83345 -8.04878 -2.89150  0.10
H 6.09767 -3.21486 0.90608  0.07
H 1.60932 -3.73112 2.89277  0.13
H 1.86440 4.45785 6.93588  0.08
H -1.97239 4.56816 3.59524  0.12
H -2.62288 -6.16106 -4.53545  0.10
H -2.12372 0.47937 -2.52755  0.10
H 6.15421 -2.93481 -0.84082  0.07
H -2.43292 -0.86052 5.42313  0.12
H -2.41417 -3.07822 4.63402  0.12
H 0.77039 2.78836 -5.31034  0.10
H -3.08112 -3.88735 -4.12924  0.07
H -6.02404 3.06426 -0.96953  0.10
H -0.63432 6.61591 3.08105  0.10
H -2.15478 -8.40495 -5.13731  0.06
H 2.14865 0.78845 -3.46578  0.10
H -1.22164 -9.36791 -3.98243  0.07

Atomic forces in eV per Å
Sr -0.3381 -1.4995 0.1703
Se 0.3317 -0.1463 -0.4510
Cl -2.0789 -2.3979 -1.6761
P -0.1849 0.4977 -1.3623
O 0.0522 0.1113 -0.0093
O -0.0516 0.4843 -0.8400
O 0.2768 -0.1615 0.3496
O -0.9384 0.7466 0.9110
O 1.2521 1.2043 0.4961
O 3.2925 -1.0652 -1.6625
O -1.3582 2.3644 0.1090
O -0.1533 0.0492 -0.0915
N -0.3915 -0.3053 0.4513
N -0.0881 0.1365 0.2420
N 0.2448 0.7772 1.9641
N 0.5690 -0.3485 -0.0285
C 0.0088 0.0164 -0.0669
C -0.0518 -0.3871 0.3735
C 0.1860 0.0511 0.2676
C 0.1197 -0.0491 -0.0784
C -0.0648 0.1369 0.0292
C -0.6113 0.3858 -0.7304
C 0.0250 -0.0173 -0.0417
C -0.0021 -0.0920 -0.1054
C 0.4669 0.2896 -0.0280
C 0.6658 -0.5024 -0.0248
C 0.2468 0.0644 0.0792
C 0.0169 -0.1188 0.3935
C 0.0572 0.0886 0.0672
C -0.2219 -0.0292 -0.0259
C 0.2893 0.3028 0.0070
C -0.0051 -0.0450 -0.0380
C 0.0658 -0.1152 0.0060
C 0.0103 -0.0142 -0.1144
C 0.0792 0.0478 -0.0372
C -0.1136 -0.2529 0.5414
C -0.0016 -0.2680 -0.3060
C 0.1496 -0.0825 0.2252
C -0.3060 0.5266 0.0169
C 0.0672 -0.0937 -0.0390
C -0.0763 -0.0771 -0.0348
C -0.0129 -0.1210 0.2006
C 0.0067 0.0476 0.1333
C 0.0793 0.0916 0.0040
C 0.1501 0.2469 0.2293
C -0.0568 0.0143 0.0015
C -0.5001 -0.2607 0.4790
C -0.0079 0.0015 0.0111
C -0.1393 -0.0717 -0.1014
C 0.4151 -0.1336 0.0790
C -1.0679 0.4314 0.4793
C -0.0217 -0.0332 -0.0554
C 0.2561 -0.1172 -0.1036
C -0.2596 -0.1920 0.2429
C 0.2743 -0.3673 0.3210
C 0.0983 0.2310 0.0881
C -0.2277 -0.2870 0.4044
C -0.3672 0.3384 0.0279
C -0.0043 0.1052 0.1031
C 0.0930 -0.0709 -0.2574
C 0.0745 0.0138 0.0154
C -0.1005 -0.0565 -0.0022
C 0.0027 -0.0165 0.0079
C -0.1213 -0.0674 -0.0248
C -0.1274 0.0193 -0.1696
C -0.0792 0.0351 0.0822
C 0.4375 0.5395 -0.9163
C -0.0322 -0.1399 -0.0838
H 0.0136 0.0310 0.0461
H -0.0863 -0.0116 -0.0026
H 0.0149 0.0842 0.0443
H -0.0327 -0.0380 -0.0290
H -0.0050 0.0357 0.0686
H 0.0550 -0.0057 0.0112
H -0.0220 0.0587 -0.0266
H -0.0146 0.0131 -0.0149
H 0.0119 -0.0812 -0.0295
H 0.0345 0.0615 0.0186
H 0.0311 -0.0003 -0.0166
H 0.1150 0.0048 0.0401
H -0.0343 0.0018 0.0174
H -0.1256 -0.0327 0.0090
H -0.0183 0.0044 0.0274
H 0.0146 0.0047 -0.0300
H 0.0160 0.0176 0.0398
H 0.0228 0.0149 -0.0306
H 0.0098 -0.0067 0.0067
H 0.0308 -0.0558 0.0159
H 0.0128 -0.0010 -0.0647
H -0.0225 -0.0725 0.0142
H 0.0227 0.0231 0.0597
H -0.0017 -0.0734 -0.0271
H -0.0135 0.0238 0.0613
H -0.0272 -0.0645 -0.0461
H -0.0158 -0.0031 0.0215
H -0.0033 -0.0617 -0.0153
H -0.1063 -0.1699 0.1094
H 0.0483 -0.0076 0.0322
H 0.0230 0.1202 -0.0476
H -0.0485 0.0958 0.0067
H 0.0889 -0.0477 -0.0172
H -0.0691 -0.0132 0.0088
H -0.0392 0.0180 -0.1093
H 0.0842 0.0143 0.0001
H 0.0452 -0.0164 0.0029
H 0.0410 -0.0242 -0.0103
H -0.0531 0.0625 -0.0059
H 0.0293 0.0613 0.0310
H -0.0441 -0.0211 -0.0134
H -0.0219 -0.0043 -0.0334
H -0.0468 -0.1205 -0.0048
H 0.0301 -0.0470 0.0064
H 0.0284 -0.0114 -0.0454
H 0.0066 -0.0194 -0.0327
H -0.0265 -0.0215 -0.0135
H -0.0379 -0.0420 -0.0443
H -0.0082 -0.0027 0.0132
H 0.0170 0.0030 -0.0012
H -0.0170 -0.0305 -0.0167
H -0.0800 0.0077 -0.0549
H -0.0238 -0.0483 -0.0327

The HOMO energy comes out at -0.115 Ha. For the orbital gap, the calculation gives 4.5 eV. The calculation puts the LUMO energy at 1.40 eV. Its total charge is -1. The energy above the lowest of the compared OMol25 structures with the same formula, charge and spin is 81.7 kcal per mole. The total energy is -165114.8182 eV.